# 1
Formula: C9H14O
Source: the Open Molecules 2025 dataset
Level of theory: ωB97M-V with the def2-TZVPD basis set

Structure (XYZ):
```
24
Properties=species:S:1:pos:R:3
C -1.837 -1.266 -1.494
C -1.103 -1.237 -0.199
C 0.288 -1.280 -0.192
C 1.058 -1.183 0.963
C 0.378 -0.910 2.143
O 1.033 -0.547 3.305
C -0.994 -1.122 2.221
C -1.732 -1.178 1.036
H -1.213 -1.623 -2.316
H -2.010 -0.241 -1.845
H -2.756 -1.837 -1.561
H 0.798 -1.374 -1.148
H 2.135 -1.136 0.935
H 1.832 -1.079 3.435
H -1.517 -0.919 3.146
H -2.806 -1.114 1.142
C 0.921 1.730 -1.756
C 1.163 2.767 -0.645
H 0.518 0.839 -1.285
H 0.367 2.148 -2.598
H 1.878 1.449 -2.198
H 1.205 3.780 -1.046
H 2.065 2.532 -0.086
H 0.327 2.801 0.045
```

As for the LUMO energy: 0.86 eV. Its HOMO-LUMO gap is 9.46 eV. The SMILES is Cc1ccc(O)cc1.CC. Its multiplicity is 1. Its maximum force is 1.7 eV Å⁻¹. The relative energy (zero: lowest compared OMol25 entry of this formula, charge and spin) comes out at 54.17 kJ/mol. The HOMO energy is -8.5981 eV. As for the electronic energy: -11607.0752 eV.


# 2
Formula: C13H25BF4N3O7P2STi
Source: the Open Molecules 2025 dataset
Level of theory: ωB97M-V with the def2-TZVPD basis set

Structure (XYZ):
```
57
Properties=species:S:1:pos:R:3
Ti 0.387 0.250 0.086
S -1.556 -1.796 -0.943
C -0.597 -2.362 0.392
C -0.903 -3.533 1.115
C -0.151 -3.908 2.199
C 0.924 -3.109 2.589
C 1.189 -1.973 1.866
N 0.477 -1.597 0.780
H -1.758 -4.111 0.789
H -0.395 -4.811 2.748
H 1.539 -3.357 3.445
H 2.016 -1.330 2.129
C -0.874 4.240 2.703
C -1.296 3.193 1.692
O -2.681 3.333 1.346
P -1.141 1.481 2.374
O 0.117 1.296 3.301
O -2.262 1.381 3.508
O -1.365 0.501 1.258
P -0.263 3.091 0.175
O 0.466 4.495 -0.080
O -1.147 2.720 -0.951
O 0.826 2.126 0.656
H -1.428 4.117 3.636
H -1.073 5.233 2.299
H 0.191 4.153 2.922
H -2.751 3.030 0.425
H 1.009 1.299 2.869
H -3.138 1.329 3.096
H 1.388 4.440 0.226
C -1.312 0.627 -4.137
C -0.132 -0.270 -4.487
N 1.170 0.302 -4.126
C 2.065 0.679 -5.211
C 1.594 1.889 -6.009
C 1.451 0.581 -2.816
C 2.488 1.622 -2.503
N 0.827 -0.002 -1.861
H -2.251 0.137 -4.416
H -1.242 1.581 -4.668
H -1.351 0.839 -3.068
H -0.099 -0.450 -5.561
H -0.262 -1.248 -4.015
H 2.165 -0.176 -5.884
H 3.054 0.860 -4.802
H 0.634 1.688 -6.496
H 2.322 2.143 -6.788
H 1.464 2.759 -5.358
H 2.553 2.379 -3.283
H 3.470 1.168 -2.362
H 2.246 2.098 -1.559
H 0.179 -0.717 -2.175
F 4.665 0.467 1.447
B 3.436 1.080 1.156
F 2.704 0.221 0.246
F 3.614 2.349 0.571
F 2.627 1.182 2.364
```

As for the LUMO energy (alpha / beta): 2.73 / 2.72 eV. Its HOMO-LUMO gap (alpha / beta) is 5.06 / 7.12 eV. As for the total charge: -1. Its multiplicity is 3. Its maximum force is 2.5 eV Å⁻¹. The relative energy (zero: lowest compared OMol25 entry of this formula, charge and spin) comes out at 127.17 kJ/mol. The HOMO energy (alpha / beta) is -2.3305 / -4.4039 eV. As for the electronic energy: -96781.8829 eV.


# 3
Formula: C8H19NO
Source: the Open Molecules 2025 dataset
Level of theory: ωB97M-V with the def2-TZVPD basis set

Structure (XYZ):
```
29
Properties=species:S:1:pos:R:3
C 0.222 -1.248 -2.375
C -0.387 -1.551 -1.021
C -1.907 -1.539 -1.054
C 0.342 -0.709 0.316
C 0.206 0.767 0.205
C 1.058 1.433 -0.875
C -1.208 1.330 0.196
N 0.925 1.265 1.695
C 0.453 0.752 2.970
O 2.360 1.057 1.649
H -0.026 -2.043 -3.090
H -0.171 -0.324 -2.807
H 1.314 -1.205 -2.324
H -0.088 -2.570 -0.746
H -2.318 -0.602 -1.439
H -2.336 -1.748 -0.070
H -2.278 -2.321 -1.729
H 1.387 -1.030 0.282
H -0.171 -1.130 1.182
H 0.542 1.491 -1.836
H 2.019 0.932 -1.013
H 1.272 2.467 -0.582
H -1.184 2.374 0.531
H -1.628 1.369 -0.813
H -1.881 0.781 0.858
H -0.634 0.835 3.044
H 0.736 -0.297 3.145
H 0.881 1.334 3.797
H 2.502 0.128 1.903
```

As for the LUMO energy: 0.84 eV. Its HOMO-LUMO gap is 9.04 eV. The SMILES is CC(C)CC(C)(C)N(C)O. Its multiplicity is 1. Its maximum force is 4.4 eV Å⁻¹. The relative energy (zero: lowest compared OMol25 entry of this formula, charge and spin) comes out at 329.59 kJ/mol. The HOMO energy is -8.2058 eV. As for the electronic energy: -12139.1949 eV.


# 4
Formula: C3H11NOS2
Source: the Open Molecules 2025 dataset
Level of theory: ωB97M-V with the def2-TZVPD basis set

Structure (XYZ):
```
18
Properties=species:S:1:pos:R:3
C 1.182 0.315 -0.103
C -0.173 0.708 -0.745
N -1.340 0.511 0.117
C -0.370 -0.050 -2.063
S -0.735 -1.833 -2.156
S 0.556 -2.821 -0.803
H 1.511 -0.614 -0.570
H 1.001 -0.045 0.904
H 1.857 1.151 -0.215
H -0.183 1.735 -1.130
H -1.279 1.138 0.899
H -1.695 -0.410 -0.058
H 0.492 0.149 -2.684
H -1.252 0.333 -2.560
H 0.024 -3.984 -1.206
O 0.194 1.166 3.727
H 0.802 1.052 4.467
H -0.591 1.497 4.179
```

As for the LUMO energy: 0.59 eV. Its HOMO-LUMO gap is 8.69 eV. The SMILES is C[C@H](N)CSS.O. Its multiplicity is 1. Its maximum force is 2.9 eV Å⁻¹. The relative energy (zero: lowest compared OMol25 entry of this formula, charge and spin) comes out at 106.33 kJ/mol. The HOMO energy is -8.1010 eV. As for the electronic energy: -28496.4944 eV.


# 5
Formula: C9H10N2O4Pr
Source: the Open Molecules 2025 dataset
Level of theory: ωB97M-V with the def2-TZVPD basis set

Structure (XYZ):
```
26
Properties=species:S:1:pos:R:3
Pr -1.208 0.349 0.139
O -1.502 -2.823 -1.788
C -1.445 -1.830 -1.187
C -0.059 2.293 1.364
O 0.474 3.176 1.923
C -1.001 -1.049 2.306
O -0.923 -1.676 3.279
C -0.773 1.594 -2.091
O -0.598 2.155 -3.091
C -5.960 1.242 0.364
H -6.085 1.249 -0.734
H -6.168 0.283 0.872
C -5.602 2.330 1.037
H -5.494 2.329 2.136
H -5.412 3.294 0.530
C 4.090 -1.258 -1.763
N 3.440 -1.067 -0.417
C 4.362 -1.359 0.738
C 2.204 -0.676 -0.265
N 1.070 -0.322 -0.125
H 5.127 -1.580 -1.653
H 4.088 -0.334 -2.333
H 3.568 -2.012 -2.345
H 4.491 -0.483 1.366
H 3.971 -2.161 1.356
H 5.349 -1.663 0.382
```

As for the LUMO energy (alpha / beta): -14.04 / -13.76 eV. Its HOMO-LUMO gap (alpha / beta) is 3.98 / 4.26 eV. As for the total charge: +3. Its multiplicity is 3. Its maximum force is 8.3 eV Å⁻¹. The relative energy (zero: lowest compared OMol25 entry of this formula, charge and spin) comes out at 93.09 kJ/mol. The HOMO energy (alpha / beta) is -18.0145 / -18.0227 eV. As for the electronic energy: -34700.4863 eV.


# 6
Formula: C23H17Cl2N7O3Y
Source: the Open Molecules 2025 dataset
Level of theory: ωB97M-V with the def2-TZVPD basis set

Structure (XYZ):
```
53
Properties=species:S:1:pos:R:3
Y 0.781 0.338 -0.211
Cl -5.426 -3.161 -1.533
C -3.715 -2.832 -1.331
C -3.285 -1.511 -1.179
C -1.947 -1.159 -1.090
N -1.453 0.158 -1.084
C -2.229 1.264 -1.049
O -3.455 1.273 -0.895
C -1.450 2.541 -1.241
C -2.112 3.742 -1.488
C -1.379 4.884 -1.771
C 0.019 4.816 -1.826
C 0.574 3.606 -1.432
N -0.103 2.483 -1.150
C -0.994 -2.190 -1.126
C -1.440 -3.499 -1.222
C -2.767 -3.843 -1.351
Cl -3.196 -5.555 -1.477
N 0.358 -1.799 -1.043
C 1.294 -2.555 -1.685
O 1.177 -3.669 -2.171
C 2.663 -1.882 -1.724
C 3.738 -2.546 -2.290
C 4.953 -1.878 -2.412
C 5.069 -0.563 -1.961
C 3.989 -0.013 -1.301
N 2.775 -0.631 -1.225
H -4.054 -0.731 -1.165
H -3.197 3.729 -1.402
H -1.904 5.800 -1.970
H 0.675 5.656 -2.093
H 1.659 3.511 -1.435
H -0.729 -4.272 -1.244
H 3.547 -3.562 -2.620
H 5.855 -2.289 -2.858
H 5.950 0.042 -2.084
H 4.042 0.977 -0.848
C 1.943 -0.295 4.569
N 0.741 0.134 3.902
C -0.431 0.307 4.612
C -1.615 0.628 4.020
C -1.618 0.719 2.571
N -0.450 0.617 1.918
C 0.696 0.343 2.546
O 1.763 0.262 1.871
N -2.770 0.907 1.967
H 1.720 -0.542 5.585
H 2.689 0.495 4.556
H 2.387 -1.169 4.075
H -0.362 0.188 5.676
H -2.529 0.716 4.603
H -3.538 1.102 2.565
H -2.905 0.910 0.951
```

As for the LUMO energy: -3.17 eV. Its HOMO-LUMO gap is 6.65 eV. As for the total charge: +1. Its multiplicity is 1. Its maximum force is 2.2 eV Å⁻¹. The relative energy (zero: lowest compared OMol25 entry of this formula, charge and spin) comes out at 3.92 kJ/mol. The HOMO energy is -9.8154 eV. As for the electronic energy: -66788.9908 eV.


# 7
Formula: C6H13N3
Source: the Open Molecules 2025 dataset
Level of theory: ωB97M-V with the def2-TZVPD basis set

Structure (XYZ):
```
22
Properties=species:S:1:pos:R:3
C -0.620 -1.521 1.697
C 0.461 -0.485 1.699
C 0.552 0.603 0.893
N 1.336 1.712 1.228
C -0.101 0.644 -0.402
C -0.907 1.867 -0.761
C -0.031 -0.467 -1.194
N -0.913 -0.694 -2.249
N 1.051 -1.361 -1.218
H -1.116 -1.559 2.670
H -1.373 -1.296 0.944
H -0.216 -2.520 1.504
H 1.129 -0.541 2.554
H 1.829 2.139 0.458
H 1.908 1.594 2.051
H -0.619 2.272 -1.735
H -1.976 1.644 -0.797
H -0.765 2.635 -0.005
H -0.494 -1.120 -3.064
H -1.494 0.090 -2.499
H 0.774 -2.314 -1.414
H 1.585 -1.323 -0.362
```

As for the LUMO energy: 0.98 eV. Its HOMO-LUMO gap is 8.03 eV. The SMILES is C/C=C(/N)C(C)=C(N)N. Its multiplicity is 1. Its maximum force is 1.3 eV Å⁻¹. The relative energy (zero: lowest compared OMol25 entry of this formula, charge and spin) comes out at 71.09 kJ/mol. The HOMO energy is -7.0471 eV. As for the electronic energy: -10902.6753 eV.


# 8
Formula: C6H8NP
Source: the Open Molecules 2025 dataset
Level of theory: ωB97M-V with the def2-TZVPD basis set

Structure (XYZ):
```
16
Properties=species:S:1:pos:R:3
N 3.449 0.831 -0.201
P 1.724 0.838 -0.274
C 1.372 -0.801 -0.020
C 0.105 -1.416 0.188
C -1.172 -0.938 0.268
C -1.463 0.486 0.464
C -2.178 1.199 -0.665
C -2.963 0.881 0.329
H 3.600 1.420 -0.964
H 3.618 -0.135 -0.352
H 2.332 -1.507 0.214
H 0.111 -2.494 0.268
H -1.850 -1.739 0.535
H -0.709 1.023 0.877
H -2.222 1.342 -1.698
H -3.754 1.009 1.029
```

As for the LUMO energy: 0.07 eV. Its HOMO-LUMO gap is 7.75 eV. The SMILES is N/P=C/C=C\C1C=C1. Its multiplicity is 1. Its maximum force is 4.6 eV Å⁻¹. The relative energy (zero: lowest compared OMol25 entry of this formula, charge and spin) comes out at 187.38 kJ/mol. The HOMO energy is -7.6775 eV. As for the electronic energy: -17125.5331 eV.


# 9
Formula: C5H6O2
Source: the Open Molecules 2025 dataset
Level of theory: ωB97M-V with the def2-TZVPD basis set

Structure (XYZ):
```
13
Properties=species:S:1:pos:R:3
C 2.758 -0.559 -0.823
C 1.610 -0.543 -0.431
C 0.177 -0.158 -0.263
C 0.088 1.153 0.448
O -0.674 2.039 0.135
C -1.175 -0.695 0.541
O -2.248 -0.286 -0.257
H 3.778 -0.579 -1.174
H -0.213 -0.117 -1.283
H 0.613 1.129 1.426
H -1.296 -0.224 1.541
H -1.233 -1.770 0.688
H -2.188 0.685 -0.336
```

As for the LUMO energy: 0.89 eV. Its HOMO-LUMO gap is 10.67 eV. The SMILES is C#C[C@H](C=O)CO. Its multiplicity is 1. Its maximum force is 0.9 eV Å⁻¹. The relative energy (zero: lowest compared OMol25 entry of this formula, charge and spin) comes out at 332.12 kJ/mol. The HOMO energy is -9.7779 eV. As for the electronic energy: -9373.6534 eV.


# 10
Formula: C3H11N3
Source: the Open Molecules 2025 dataset
Level of theory: ωB97M-V with the def2-TZVPD basis set

Structure (XYZ):
```
17
Properties=species:S:1:pos:R:3
C -3.068 -0.556 0.084
C -2.015 -0.042 -0.555
N -1.552 1.254 -0.438
H -3.699 0.054 0.717
H -3.235 -1.619 0.048
H -1.387 -0.600 -1.240
H -2.067 1.913 0.099
H -1.102 1.621 -1.241
N 2.265 0.713 0.918
C 1.557 -0.456 0.459
N 1.891 -0.824 -0.905
H 3.275 0.573 0.905
H 2.145 0.876 1.921
H 0.472 -0.399 0.556
H 1.756 -1.352 1.080
H 2.836 -1.171 -0.932
H 1.926 0.017 -1.475
```

As for the LUMO energy: 1.09 eV. Its HOMO-LUMO gap is 9.23 eV. The SMILES is C=CN.NCN. Its multiplicity is 1. Its maximum force is 1.8 eV Å⁻¹. The relative energy (zero: lowest compared OMol25 entry of this formula, charge and spin) comes out at 129.18 kJ/mol. The HOMO energy is -8.1433 eV. As for the electronic energy: -7758.7450 eV.


# 11
Formula: H2N4O2
Source: the Open Molecules 2025 dataset
Level of theory: ωB97M-V with the def2-TZVPD basis set

Structure (XYZ):
```
8
Properties=species:S:1:pos:R:3
N 0.793 -0.960 -0.060
N -1.431 -0.750 0.005
N 1.965 -0.615 0.039
N -0.270 -0.346 0.000
O -0.137 2.001 -0.030
O -2.482 -0.179 0.006
H -1.056 2.243 0.108
H 2.617 -1.393 -0.068
```

As for the LUMO energy (alpha / beta): -2.45 / -2.45 eV. Its HOMO-LUMO gap (alpha / beta) is 7.05 / 7.05 eV. Its multiplicity is 1. Its maximum force is 6.7 eV Å⁻¹. The relative energy (zero: lowest compared OMol25 entry of this formula, charge and spin) comes out at 654.88 kJ/mol. The HOMO energy (alpha / beta) is -9.5058 / -9.5010 eV. As for the electronic energy: -10078.4091 eV.


# 12
Formula: C39H30BClF4N4PSTcTe
Source: the Open Molecules 2025 dataset
Level of theory: ωB97M-V with the def2-TZVPD basis set

Structure (XYZ):
```
83
Properties=species:S:1:pos:R:3
Tc -0.527 0.108 -0.183
C -5.969 -1.664 0.130
C -5.046 -2.510 -0.492
C -3.711 -2.183 -0.735
C -3.368 -0.799 -0.591
C -4.236 0.040 0.143
C -5.472 -0.428 0.482
N -2.333 -0.125 -1.142
C -2.227 0.192 -2.501
C -3.106 -0.055 -3.559
C -3.010 0.589 -4.860
C -1.954 1.553 -4.996
C -1.053 1.782 -3.935
C -1.156 1.117 -2.776
N -0.224 1.186 -1.713
N 0.818 1.953 -1.832
C 1.422 2.096 -0.669
C 2.536 2.919 -0.519
C 3.057 3.196 0.682
C 2.555 2.462 1.794
C 1.583 1.526 1.674
N 1.045 1.251 0.415
H -7.048 -1.947 0.237
H -5.308 -3.547 -0.737
H -2.979 -2.899 -0.976
H -3.977 1.112 0.302
H -6.164 0.249 0.955
H -3.969 -0.705 -3.410
H -3.644 0.316 -5.650
H -1.764 2.114 -5.875
H -0.219 2.474 -4.121
H 2.944 3.234 -1.455
H 3.961 3.835 0.872
H 3.018 2.624 2.747
H 1.285 0.827 2.453
Cl -1.380 -1.361 1.852
C -0.617 -2.934 1.515
C -1.067 -4.072 2.174
C -0.463 -5.323 1.860
C 0.384 -5.427 0.741
C 0.715 -4.236 0.038
C 0.275 -2.993 0.444
P 0.956 -1.609 -0.578
C 2.704 -1.620 -0.059
C 2.940 -1.455 1.377
C 4.219 -1.156 1.747
C 5.323 -1.180 0.949
C 5.096 -1.312 -0.408
C 3.760 -1.439 -0.894
C 0.785 -1.703 -2.377
C -0.240 -2.488 -2.916
C -0.303 -2.701 -4.307
C 0.385 -1.898 -5.182
C 1.375 -1.094 -4.601
C 1.463 -0.902 -3.254
H -1.961 -3.969 2.835
H -0.785 -6.177 2.441
H 0.703 -6.359 0.349
H 1.270 -4.215 -0.894
H 2.195 -1.702 2.149
H 4.413 -0.824 2.794
H 6.319 -1.104 1.328
H 5.841 -1.266 -1.206
H 3.677 -1.656 -1.957
H -0.947 -2.955 -2.196
H -1.002 -3.390 -4.713
H 0.235 -1.961 -6.207
H 2.056 -0.576 -5.247
H 2.167 -0.162 -2.843
F -1.785 1.643 0.803
B -2.027 3.111 0.537
F -1.849 3.737 1.759
F -3.354 3.157 0.152
F -1.122 3.466 -0.408
Te -0.507 5.059 4.258
C 0.744 5.206 5.893
C 0.869 4.494 7.062
C 1.958 4.860 7.907
C 2.751 5.819 7.350
S 2.080 6.347 5.832
H 0.179 3.771 7.351
H 2.109 4.393 8.871
H 3.705 6.260 7.716
```

As for the LUMO energy (alpha / beta): -4.76 / -4.74 eV. Its HOMO-LUMO gap (alpha / beta) is 4.79 / 4.58 eV. As for the total charge: +1. Its multiplicity is 4. Its maximum force is 5.0 eV Å⁻¹. The relative energy (zero: lowest compared OMol25 entry of this formula, charge and spin) comes out at 12.44 kJ/mol. The HOMO energy (alpha / beta) is -9.5490 / -9.3258 eV. As for the electronic energy: -100571.0498 eV.